(1)
DFT (wB97M-V/def2-TZVPD) results for a 2-piece molecular cluster, C8H8N4O4 overall in a non-equilibrium geometry.

- energy relative to the best compared isomer or geometry (same formula, charge and spin) (kJ/mol) = 281.21
- total charge = 0
- Kohn-Sham gap (eV) = 9.63
- E (eV) = -22576.016
- SMILES string = O=c1cc[nH]c(=O)[nH]1.O=c1cc[nH]c(=O)[nH]1
- LUMO (eV) = 0.0
- E_HOMO (eV) = -9.60

Last columns: bonded neighbours and bond lengths (Å).
CARTESIAN COORDINATES (ANGSTROEM)
1 C -5.259 -0.715 -0.011  C2 1.506, N17 1.438, O21 1.214
2 C -5.295 0.757 -0.326  C1 1.506, C3 1.383, H10 1.092
3 C -4.124 1.474 -0.496  C2 1.383, H11 1.091, N18 1.358
4 C -2.762 -0.416 0.214  N17 1.409, N18 1.380, O22 1.195
5 C 3.329 -1.327 0.029  C6 1.421, N19 1.422, O23 1.172
6 C 2.797 -0.334 0.894  C5 1.421, C7 1.336, H14 1.181
7 C 3.418 0.848 0.866  C6 1.336, H15 1.181, N20 1.425
8 C 5.423 0.011 -0.239  N19 1.416, N20 1.364, O24 1.198
9 H -3.933 -2.182 0.392  N17 1.004
10 H -6.245 1.231 -0.579  C2 1.092
11 H -4.057 2.550 -0.664  C3 1.091
12 H -2.027 1.398 -0.469  N18 1.070
13 H 5.275 -1.825 -1.000  N19 1.074
14 H 1.618 -0.257 0.909  C6 1.181
15 H 2.963 1.930 0.985  C7 1.181
16 H 4.945 2.143 0.131  N20 1.130
17 N -3.917 -1.216 0.120  C1 1.438, C4 1.409, H9 1.004
18 N -2.932 0.878 -0.235  C3 1.358, C4 1.380, H12 1.070
19 N 4.692 -1.197 -0.354  C5 1.422, C8 1.416, H13 1.074
20 N 4.693 1.049 0.261  C7 1.425, C8 1.364, H16 1.130
21 O -6.146 -1.544 -0.028  C1 1.214
22 O -1.749 -0.934 0.579  C4 1.195
23 O 2.758 -2.298 -0.296  C5 1.172
24 O 6.536 -0.022 -0.681  C8 1.198

From a Mulliken analysis of the wavefunction, the atomic charges in e read: C 0.563; C -0.650; C -0.056; C 0.288; C 0.531; C -0.395; C -0.017; C 0.305; H 0.230; H 0.358; H 0.367; H 0.270; H 0.277; H 0.182; H 0.246; H 0.317; N -0.120; N -0.084; N -0.167; N -0.138; O -0.595; O -0.570; O -0.546; O -0.598



(2)
DFT (wB97M-V/def2-TZVPD) results for one molecule with the formula C8H8NO2P in a non-equilibrium geometry.

- energy relative to the best compared isomer or geometry (same formula, charge and spin) (kJ/mol) = 339.80
- total charge = 0
- Kohn-Sham gap (eV) = 7.87
- E (eV) = -23296.231
- LUMO (eV) = -0.5
- E_HOMO (eV) = -8.41

Last columns: bonded neighbours and bond lengths (Å).
CARTESIAN COORDINATES (ANGSTROEM)
1 C -2.487 0.752 -0.477  C2 1.391, C3 1.375, H13 1.080
2 C -2.691 -0.438 0.216  C1 1.391, C4 1.377, H14 1.080
3 C -1.209 1.221 -0.675  C1 1.375, C5 1.403, H15 1.080
4 C -1.610 -1.170 0.652  C2 1.377, C6 1.396, H16 1.078
5 C -0.091 0.550 -0.159  C3 1.403, C6 1.413, C8 1.445
6 C -0.309 -0.697 0.467  C4 1.396, C5 1.413, O11 1.361
7 C 2.188 1.158 0.766  C8 1.450, O10 1.211, H17 1.111
8 C 1.226 1.125 -0.317  C5 1.445, C7 1.450, H18 1.082
9 N 1.824 -1.792 0.108  O11 1.449, P12 1.659, H19 1.017
10 O 3.232 1.771 0.751  C7 1.211
11 O 0.682 -1.495 0.949  C6 1.361, N9 1.449
12 P 2.248 -0.940 -1.250  N9 1.659, H20 1.415
13 H -3.330 1.310 -0.852  C1 1.080
14 H -3.693 -0.800 0.394  C2 1.080
15 H -1.049 2.149 -1.204  C3 1.080
16 H -1.740 -2.115 1.156  C4 1.078
17 H 1.900 0.564 1.660  C7 1.111
18 H 1.338 1.901 -1.063  C8 1.082
19 H 2.577 -1.976 0.767  N9 1.017
20 H 0.993 -1.080 -1.889  P12 1.415

From a Mulliken analysis of the wavefunction, the atomic charges in e read: C -0.585; C -0.468; C -0.850; C -0.470; C 0.814; C 0.596; C 0.064; C -0.878; N -0.283; O -0.545; O -0.392; P 0.161; H 0.385; H 0.371; H 0.374; H 0.447; H 0.415; H 0.426; H 0.317; H 0.101